Record 1
DFT (ωB97M-V/def2-TZVPD) results for a cluster of 2 separate species, C3H3NO in total at a distorted geometry.

Computed properties:
- E_LUMO (spin up / spin down) (eV) = 0.2973 / -0.6591
- E_tot (Eh) = -245.7334
- energy above the lowest of the compared OMol25 structures with the same formula, charge and spin (kJ/mol) = 940.28
- total charge = 0
- M (g mol⁻¹) = 69.063

XYZ file:
```
8
Properties=species:S:1:pos:R:3:nbo_charge:R:1
O 0.535 -1.480 0.017 -0.1906
C 1.233 -0.463 0.307 0.0611
C -0.297 1.426 -0.002 -0.2635
C -1.124 0.542 0.034 -0.2015
N -0.574 -1.985 -0.025 -0.0919
H 2.045 -0.266 -0.399 0.1710
H 0.039 2.446 0.005 0.2527
H -1.858 -0.221 0.064 0.2627
```

=====

Record 2
DFT (ωB97M-V/def2-TZVPD) results for a structure of composition C35H43N9STi.

Computed properties:
- E_LUMO (spin up / spin down) (eV) = 0.3585 / 0.3568
- E_tot (Eh) = -3100.0290
- energy above the lowest of the compared OMol25 structures with the same formula, charge and spin (kJ/mol) = 48.71
- total charge = 0
- M (g mol⁻¹) = 669.726
- spin multiplicity = 3

XYZ file:
```
89
Properties=species:S:1:pos:R:3:lowdin_spin:R:1
Ti -0.078 0.251 -0.056 1.7680
C -0.435 4.611 2.485 0.0000
C -1.570 3.668 2.207 0.0002
C -2.327 3.780 1.043 0.0003
C -3.333 2.872 0.739 0.0007
C -4.146 3.014 -0.521 0.0002
C -3.587 1.832 1.634 0.0008
C -2.867 1.714 2.818 0.0001
C -3.134 0.598 3.791 0.0000
C -1.863 2.638 3.089 0.0006
H 0.510 4.066 2.532 0.0000
H -0.565 5.114 3.445 0.0000
H -0.355 5.373 1.710 0.0000
H -2.116 4.590 0.354 0.0000
H -4.019 2.155 -1.186 0.0001
H -3.859 3.907 -1.076 0.0000
H -5.212 3.091 -0.298 0.0000
H -4.389 1.129 1.423 0.0000
H -2.270 -0.071 3.858 0.0000
H -4.009 0.016 3.499 0.0000
H -3.310 0.987 4.795 0.0000
H -1.272 2.528 3.991 0.0001
C 1.998 -3.401 -5.882 -0.0001
C 1.898 -2.554 -4.645 -0.0005
C 2.967 -1.796 -4.180 0.0007
C 2.865 -1.024 -3.045 -0.0008
C 1.696 -0.959 -2.250 0.0050
N 1.607 -0.194 -1.126 0.0110
C 2.705 0.559 -0.681 0.0077
C 3.882 -0.053 -0.246 0.0049
C 4.925 0.663 0.309 0.0008
C 4.837 2.039 0.480 0.0040
C 5.888 2.810 1.221 0.0007
C 3.681 2.668 0.050 -0.0004
C 2.640 1.956 -0.533 0.0064
N 1.520 2.720 -0.979 0.0089
C 1.575 3.916 -1.606 0.0060
C 0.301 4.227 -2.022 0.0011
C -0.478 3.139 -1.619 0.0091
N 0.264 2.238 -0.991 0.0163
C 0.603 -1.725 -2.747 0.0015
C 0.722 -2.470 -3.921 0.0009
N -0.713 -1.727 -2.155 0.0146
C -1.654 -2.682 -2.348 0.0189
C -2.878 -2.158 -1.992 0.0040
C -2.588 -0.856 -1.573 0.0259
N -1.286 -0.609 -1.654 0.0168
H 2.782 -3.034 -6.545 0.0000
H 1.061 -3.401 -6.443 0.0000
H 2.234 -4.441 -5.641 -0.0001
H 3.901 -1.791 -4.732 0.0001
H 3.714 -0.429 -2.743 0.0000
H 3.950 -1.131 -0.332 0.0002
H 5.809 0.139 0.655 -0.0001
H 6.839 2.277 1.235 0.0000
H 5.561 2.963 2.252 0.0003
H 6.054 3.792 0.775 0.0001
H 3.552 3.727 0.237 -0.0001
H 2.511 4.430 -1.735 0.0007
H -0.011 5.109 -2.553 0.0000
H -1.534 2.966 -1.744 0.0011
H -0.154 -2.972 -4.313 0.0002
H -1.389 -3.651 -2.734 0.0012
H -3.833 -2.651 -2.023 -0.0002
H -3.241 -0.102 -1.161 0.0024
C -0.215 -4.645 0.589 0.0010
N -0.098 -3.370 1.272 0.0045
C 1.207 -2.745 1.135 0.0035
C -1.202 -2.583 1.467 0.0095
N -1.178 -1.308 1.227 0.0045
N -2.312 -3.234 1.945 0.0041
C -2.211 -4.314 2.909 0.0004
C -3.629 -2.658 1.800 0.0008
H 0.207 -4.565 -0.420 0.0002
H -1.255 -4.943 0.502 0.0000
H 0.334 -5.424 1.125 0.0001
H 1.968 -3.465 1.440 0.0001
H 1.276 -1.866 1.773 0.0016
H 1.408 -2.448 0.101 0.0009
H -1.978 -0.851 1.658 0.0002
H -1.168 -4.502 3.147 0.0000
H -2.661 -5.236 2.530 0.0000
H -2.729 -4.037 3.831 0.0002
H -3.952 -2.123 2.700 0.0001
H -4.349 -3.456 1.604 0.0002
H -3.646 -1.974 0.953 0.0002
S 0.832 0.733 2.423 0.0196
C 1.991 1.909 2.717 0.0055
N 2.784 2.715 2.978 0.0022
```

=====

Record 3
DFT (ωB97M-V/def2-TZVPD) results for a structure of composition C44H47Cl5IN6OTb at a distorted geometry.

Computed properties:
- E_LUMO (spin up / spin down) (eV) = -1.6974 / -1.6966
- E_tot (Eh) = -5531.8150
- total charge = 0
- M (g mol⁻¹) = 1138.995
- spin multiplicity = 7

XYZ file:
```
105
Properties=species:S:1:pos:R:3:lowdin_spin:R:1
Tb -0.347 0.354 0.054 6.0510
N -0.617 -1.752 1.661 0.0031
C -1.773 -1.706 2.527 0.0003
C -1.957 -2.635 3.540 0.0002
C -3.093 -2.579 4.343 -0.0001
C -4.047 -1.607 4.117 0.0001
C -3.888 -0.652 3.096 -0.0003
C -4.848 0.363 2.831 0.0006
C -4.603 1.269 1.798 -0.0003
C -3.438 1.187 1.077 0.0003
N -2.467 0.248 1.302 -0.0080
C -2.711 -0.693 2.291 -0.0002
H -0.766 -2.452 0.942 0.0002
H 0.196 -2.063 2.179 0.0001
H -1.209 -3.406 3.695 0.0000
H -3.228 -3.303 5.137 0.0000
H -4.941 -1.564 4.728 0.0000
H -5.754 0.410 3.422 0.0000
H -5.316 2.047 1.557 0.0000
H -3.230 1.912 0.299 0.0000
Cl -3.594 5.115 -4.751 0.0000
C -2.519 4.231 -3.740 -0.0001
C -2.831 2.934 -3.347 0.0001
Cl -4.295 2.187 -3.855 0.0001
C -1.955 2.243 -2.527 0.0002
Cl -2.305 0.622 -2.010 0.0033
C -0.741 2.774 -2.063 0.0001
O 0.041 2.083 -1.283 -0.0062
C -0.450 4.082 -2.488 -0.0006
Cl 1.065 4.757 -2.007 0.0000
C -1.319 4.796 -3.306 0.0000
Cl -0.914 6.395 -3.792 0.0000
C -2.391 -3.949 -0.329 -0.0001
C -2.609 -2.640 -1.096 -0.0001
C -4.103 -2.381 -1.306 0.0000
C -1.800 -2.642 -2.382 -0.0015
C -2.326 -3.244 -3.518 0.0002
C -1.619 -3.261 -4.711 -0.0016
C -0.391 -2.627 -4.781 0.0001
C 0.172 -2.011 -3.667 -0.0019
C 1.443 -1.191 -3.837 -0.0001
C 1.203 -0.028 -4.806 -0.0001
C 2.633 -2.041 -4.286 -0.0001
C -0.514 -2.079 -2.444 -0.0016
N 0.064 -1.504 -1.278 -0.0258
C 1.276 -1.976 -0.926 0.0008
C 2.106 -1.389 0.026 0.0006
N 1.823 -0.264 0.710 -0.0150
C 2.897 0.256 1.485 -0.0009
C 4.085 0.646 0.838 -0.0007
C 5.160 1.069 1.612 -0.0001
C 5.066 1.148 2.991 -0.0002
C 3.864 0.840 3.606 0.0001
C 2.763 0.414 2.871 -0.0001
C 1.476 0.068 3.596 0.0003
C 1.072 1.141 4.608 0.0000
C 1.592 -1.299 4.278 0.0000
C 4.189 0.739 -0.680 0.0000
C 5.324 -0.116 -1.246 0.0000
C 4.341 2.203 -1.110 0.0000
H -2.867 -3.917 0.657 0.0000
H -1.326 -4.167 -0.202 0.0000
H -2.822 -4.782 -0.891 0.0000
H -2.246 -1.826 -0.472 0.0003
H -4.611 -3.270 -1.689 0.0000
H -4.275 -1.564 -2.010 0.0000
H -4.573 -2.116 -0.355 0.0000
H -3.311 -3.696 -3.473 0.0001
H -2.039 -3.737 -5.588 -0.0001
H 0.136 -2.589 -5.729 0.0000
H 1.696 -0.747 -2.877 0.0000
H 0.968 -0.387 -5.811 0.0000
H 2.095 0.601 -4.873 0.0000
H 0.371 0.596 -4.468 0.0000
H 2.446 -2.492 -5.264 0.0000
H 2.836 -2.850 -3.580 0.0000
H 3.533 -1.426 -4.366 0.0000
H 1.649 -2.869 -1.420 -0.0004
H 3.058 -1.881 0.212 -0.0003
H 6.083 1.361 1.121 0.0000
H 5.915 1.471 3.581 0.0000
H 3.779 0.939 4.683 0.0000
H 0.682 0.004 2.855 0.0003
H 1.782 1.192 5.437 0.0000
H 0.093 0.907 5.036 0.0000
H 1.028 2.129 4.143 0.0000
H 2.319 -1.249 5.093 0.0000
H 1.948 -2.064 3.581 0.0000
H 0.631 -1.617 4.694 0.0000
H 3.257 0.383 -1.111 0.0000
H 6.299 0.253 -0.916 0.0000
H 5.311 -0.088 -2.339 0.0000
H 5.237 -1.158 -0.931 0.0000
H 5.252 2.644 -0.697 0.0000
H 3.491 2.798 -0.768 0.0000
H 4.392 2.277 -2.200 0.0000
I -0.223 6.610 2.465 0.0001
C -0.562 4.583 2.348 0.0001
C -1.357 3.817 3.172 0.0001
N -1.295 2.566 2.697 0.0001
N -0.514 2.465 1.613 0.0029
C -0.063 3.693 1.386 0.0005
H -1.948 4.080 4.034 0.0000
H -1.795 1.752 3.016 0.0001
H 0.599 3.890 0.560 0.0000
```